68
Properties=species:S:1:pos:R:3:forces:R:3 method="wB97M-V/def2-TZVPD" relative_energy_kj_mol=434.17 homo_lumo_gap_ev=6.142 e_tot_ev=-149365.000 homo_ev=-3.715 total_charge=-1
Ga 1.086 -1.439 0.955 -0.675 -0.599 0.170
C 3.601 0.261 1.599 0.246 0.460 0.127
C 3.816 0.128 0.096 0.239 0.459 0.219
C 5.297 0.022 -0.258 0.026 -0.009 -0.095
C 3.168 1.268 -0.698 0.224 0.010 -0.026
C 3.712 2.684 -0.394 0.007 -0.075 0.076
O 2.540 3.456 -0.037 -0.017 -0.175 0.008
C 1.497 2.573 -0.081 0.049 0.325 0.216
N 1.738 1.386 -0.428 0.113 -0.050 -0.317
C 0.165 3.134 0.234 0.382 0.103 -0.155
C 0.063 4.501 0.496 0.024 0.168 -0.036
C -1.173 5.099 0.663 -0.077 -0.121 -0.028
C -2.327 4.329 0.550 0.166 0.009 0.010
C -2.218 2.968 0.317 -0.008 -0.011 0.115
C -0.976 2.344 0.180 -0.334 -0.409 0.059
P -0.921 0.482 -0.023 -0.318 0.135 0.057
C -1.645 0.438 -1.713 0.135 -0.071 0.006
C -0.794 1.020 -2.663 -0.075 0.045 -0.037
C -1.091 0.979 -4.014 -0.033 -0.025 0.011
C -2.245 0.341 -4.454 0.022 0.011 -0.011
C -3.090 -0.246 -3.529 0.010 0.004 0.028
C -2.791 -0.204 -2.171 -0.006 -0.006 -0.021
C -2.128 0.043 1.287 -0.155 0.107 -0.111
C -1.612 0.266 2.569 -0.065 0.019 -0.001
C -2.320 -0.107 3.700 0.003 0.009 -0.017
C -3.559 -0.721 3.574 -0.002 -0.010 -0.011
C -4.080 -0.949 2.310 0.037 -0.021 -0.010
C -3.370 -0.573 1.176 0.008 -0.022 0.083
H 3.996 -0.622 2.104 -0.039 0.116 -0.036
H 2.538 0.321 1.831 0.270 0.197 0.064
H 4.105 1.145 2.008 0.118 0.009 -0.022
H 3.322 -0.794 -0.225 0.186 0.626 0.283
H 5.853 0.905 0.070 0.008 0.027 0.006
H 5.440 -0.090 -1.337 -0.020 0.030 -0.022
H 5.735 -0.851 0.229 -0.057 0.139 -0.033
H 3.284 1.036 -1.762 0.016 -0.013 -0.025
H 4.191 3.157 -1.249 -0.043 0.051 -0.018
H 4.397 2.700 0.453 -0.016 -0.010 0.021
H 0.968 5.091 0.546 -0.036 -0.033 -0.003
H -1.236 6.162 0.862 -0.009 -0.008 0.004
H -3.305 4.783 0.652 0.022 -0.005 0.002
H -3.117 2.367 0.254 0.000 -0.026 0.009
H 0.123 1.493 -2.330 -0.015 -0.019 -0.026
H -0.412 1.430 -4.728 0.001 -0.001 0.010
H -2.471 0.288 -5.512 -0.007 0.021 0.008
H -3.986 -0.758 -3.859 0.010 -0.001 0.011
H -3.458 -0.705 -1.490 0.034 -0.022 -0.065
H -0.640 0.733 2.679 0.018 -0.022 0.006
H -1.896 0.070 4.681 0.003 -0.004 -0.005
H -4.106 -1.033 4.454 -0.009 0.019 0.003
H -5.040 -1.439 2.198 0.013 -0.001 0.000
H -3.798 -0.795 0.213 -0.017 0.003 0.058
S 3.622 -3.849 2.167 0.015 -0.029 -0.044
Sb 4.357 -4.172 -0.073 -0.074 0.015 0.046
S 3.050 -2.542 -1.287 -0.452 -0.802 -0.331
S 2.152 -4.466 -1.358 0.169 -0.108 -0.156
S 5.434 -2.776 1.886 0.095 -0.331 0.149
F -3.693 -5.111 -0.679 -0.074 -0.075 -0.023
C -2.632 -4.316 -0.370 0.058 0.041 0.060
C -1.973 -3.661 -1.390 0.026 0.078 -0.014
C -0.902 -2.838 -1.057 -0.091 -0.067 -0.012
C -0.481 -2.651 0.263 0.009 -0.137 -0.213
C -1.176 -3.360 1.243 -0.031 0.029 -0.030
C -2.251 -4.196 0.949 0.007 0.042 0.012
H -2.295 -3.798 -2.416 -0.002 -0.007 -0.001
H -0.377 -2.340 -1.867 -0.009 0.016 -0.008
H -0.880 -3.263 2.287 -0.002 0.005 0.030
H -2.788 -4.739 1.717 -0.004 -0.005 -0.003